No. 1
The ion C13H22ClN2O2 with charge +1, computed with ωB97M-V/def2-TZVPD.

Last column: Mulliken charge in e.
Element x y z (Å)
C1 -4.546 -1.020 0.293  -1.10
C2 -3.585 -0.025 0.929  -0.52
O1 -2.432 0.211 0.128  -0.44
C3 -1.496 -0.760 -0.026  0.75
C4 -1.373 -1.887 0.785  -0.42
C5 -0.339 -2.786 0.598  -1.04
C6 0.587 -2.574 -0.410  0.15
Cl1 1.898 -3.683 -0.641  -0.17
C7 0.466 -1.470 -1.239  -0.52
C8 -0.564 -0.561 -1.059  0.97
C9 -0.664 0.631 -1.976  -1.77
N1 0.344 1.636 -1.613  -0.40
C10 0.055 2.391 -0.395  -0.24
C11 1.416 2.660 0.278  -0.86
N2 2.215 1.445 0.041  -0.01
C12 2.195 0.415 1.096  -0.40
C13 3.332 -0.565 0.803  -0.42
O2 4.470 0.231 0.526  -0.60
H1 -4.848 -0.669 -0.690  0.32
H2 -5.430 -1.116 0.917  0.40
H3 -4.085 -1.998 0.184  0.35
H4 -3.293 -0.342 1.936  0.36
H5 -4.055 0.959 1.001  0.37
H6 -2.082 -2.077 1.574  0.41
H7 -0.259 -3.653 1.234  0.47
H8 1.166 -1.328 -2.048  0.48
H9 -0.454 0.312 -2.999  0.60
H10 -1.676 1.043 -1.936  0.34
H11 0.498 2.263 -2.397  0.26
H12 -0.473 3.330 -0.576  0.51
H13 -0.569 1.773 0.250  0.01
H14 1.909 3.509 -0.198  0.39
H15 1.305 2.870 1.341  0.36
H16 3.214 1.627 -0.122  0.40
H17 1.704 1.124 -0.879  0.46
H18 1.234 -0.097 1.118  0.12
H19 2.380 0.900 2.057  0.48
H20 3.491 -1.210 1.671  0.40
H21 3.085 -1.194 -0.061  0.20
H22 5.259 -0.319 0.504  0.36

Computed properties:
HOMO ... -11.5 eV
Spin multiplicity ... 1
Electronic energy ... -33429.6573 eV
LUMO energy ... -2.254 eV
Energy above the lowest of the compared OMol25 structures with the same formula, charge and spin ... 0.0 kcal/mol
Strongest force on any atom ... 0.014 Eh/bohr
Charge ... +1

No. 2
The molecule C16H23N5OS, computed with ωB97M-V/def2-TZVPD.

Last column: Mulliken charge in e.
Element x y z (Å)
C1 3.656 5.104 3.800  -1.44
C2 3.213 4.059 2.784  0.09
C3 3.369 2.647 3.352  -1.20
N1 2.969 1.606 2.415  0.22
C4 4.012 0.830 1.780  -1.00
C5 4.784 1.613 0.712  -0.29
C6 3.902 2.027 -0.458  -1.28
C7 1.647 1.431 2.229  0.72
O1 0.808 2.104 2.801  -0.70
C8 1.204 0.336 1.278  -0.44
S1 -0.602 0.494 1.182  -0.32
C9 -0.812 -0.596 -0.155  0.63
N2 0.109 -1.216 -0.843  -0.38
N3 -0.514 -1.940 -1.781  -0.66
C10 -1.809 -1.778 -1.674  0.27
C11 -2.781 -2.417 -2.535  0.48
C12 -4.155 -2.262 -2.364  -0.30
C13 -5.032 -2.902 -3.221  -0.65
C14 -4.556 -3.696 -4.250  -0.37
C15 -3.189 -3.854 -4.423  -0.58
C16 -2.305 -3.221 -3.573  -0.43
N4 -2.056 -0.911 -0.630  0.42
N5 -3.270 -0.444 -0.137  -0.96
H1 3.535 6.104 3.392  0.39
H2 3.060 5.028 4.706  0.34
H3 4.703 4.964 4.064  0.34
H4 2.163 4.214 2.532  0.28
H5 3.802 4.163 1.872  0.18
H6 4.406 2.465 3.639  0.43
H7 2.734 2.560 4.239  0.45
H8 4.712 0.503 2.559  0.28
H9 3.577 -0.061 1.328  0.51
H10 5.234 2.497 1.166  0.28
H11 5.595 0.977 0.352  0.44
H12 4.470 2.626 -1.166  0.39
H13 3.058 2.620 -0.111  0.29
H14 3.523 1.152 -0.982  0.34
H15 1.594 0.441 0.267  0.11
H16 1.434 -0.661 1.657  0.45
H17 -4.530 -1.648 -1.561  0.58
H18 -6.097 -2.779 -3.083  0.39
H19 -5.247 -4.191 -4.916  0.38
H20 -2.815 -4.474 -5.224  0.38
H21 -1.239 -3.331 -3.689  0.47
H22 -3.275 -0.534 0.878  0.24
H23 -3.379 0.545 -0.362  0.24

Computed properties:
HOMO ... -8.0 eV
Spin multiplicity ... 1
Electronic energy ... -37298.1373 eV
LUMO energy ... 0.571 eV
Energy above the lowest of the compared OMol25 structures with the same formula, charge and spin ... 36.4 kcal/mol
Strongest force on any atom ... 0.027 Eh/bohr

No. 3
The molecule C3H4O2S, computed with ωB97M-V/def2-TZVPD.

Last column: Mulliken charge in e.
Element x y z (Å)
C1 -2.031 -0.128 0.341  -1.10
C2 -0.627 0.136 0.054  0.42
C3 0.496 0.555 0.158  -0.08
S1 2.127 0.172 -0.297  0.76
O1 2.579 -0.853 0.589  -0.51
O2 3.097 1.210 -0.540  -0.53
H1 -2.460 0.655 0.992  0.30
H2 -2.600 -0.241 -0.593  0.28
H3 -2.213 -1.008 0.914  0.30
H4 1.631 -0.497 -1.619  0.16

Computed properties:
HOMO ... -10.8 eV
Spin multiplicity ... 1
Electronic energy ... -18101.8656 eV
LUMO energy ... -0.351 eV
Energy above the lowest of the compared OMol25 structures with the same formula, charge and spin ... 96.8 kcal/mol
Strongest force on any atom ... 0.059 Eh/bohr

No. 4
A cluster of 12 separate species, C38H70F13N13O27P in total, computed with ωB97M-V/def2-TZVPD.

Last column: Mulliken charge in e.
Element x y z (Å)
C1 3.177 0.407 0.246  -0.15
C2 3.408 0.893 -1.274  0.19
O1 4.201 -0.109 -1.979  -0.45
C3 3.330 -1.081 -2.617  0.82
C4 3.842 -2.592 -2.464  -0.56
O2 2.750 -3.569 -2.374  -0.40
C5 2.258 -3.573 -0.997  -0.50
N1 1.086 -4.487 -0.796  1.65
C6 1.274 -5.601 -1.840  -0.90
C7 -0.260 -3.895 -1.111  -0.81
C8 -0.264 -2.679 -2.152  0.23
C9 -1.732 -2.281 -2.704  -1.07
C10 -1.978 -0.700 -2.441  0.74
F1 -1.616 -0.385 -1.110  -0.21
F2 -1.002 -0.044 -3.285  -0.39
C11 -3.410 -0.173 -2.924  0.40
F3 -3.202 0.962 -3.740  -0.22
F4 -3.899 -1.188 -3.827  -0.34
C12 -4.529 -0.015 -1.796  0.57
F5 -4.365 -0.915 -0.690  -0.19
F6 -5.751 -0.480 -2.405  -0.33
C13 -4.882 1.485 -1.340  0.49
F7 -6.069 1.331 -0.534  -0.30
F8 -5.336 2.308 -2.419  -0.23
C14 -3.832 2.205 -0.377  0.62
F9 -3.177 1.368 0.548  -0.21
F10 -4.610 3.111 0.431  -0.28
C15 -2.723 3.120 -1.072  0.50
F11 -1.717 2.429 -1.765  -0.11
F12 -2.048 3.794 0.002  -0.27
F13 -3.247 4.169 -1.871  -0.24
C16 -1.119 -3.440 0.167  -0.81
N2 -1.210 -4.470 1.244  1.01
C17 -2.602 -4.731 1.703  -1.20
C18 -2.682 -4.205 3.237  0.77
C19 -1.628 -3.162 3.707  -0.14
C20 -1.602 -2.625 5.185  -0.81
C21 -2.674 -3.188 6.148  -0.64
C22 -3.746 -4.198 5.659  -0.59
C23 -3.793 -4.744 4.184  0.79
C24 -4.936 -5.783 3.743  -1.10
C25 -0.444 -5.705 0.945  -1.51
C26 1.055 -5.203 0.527  -0.27
C27 1.615 -4.382 1.784  -0.45
P1 3.373 -4.804 2.317  0.93
O3 3.395 -5.511 3.693  -0.76
O4 4.288 -5.653 1.164  -0.52
O5 4.186 -3.298 2.581  -0.47
H1 2.109 0.059 0.474  0.01
H2 3.406 1.260 0.981  0.14
H3 3.868 -0.498 0.428  0.04
H4 3.980 1.905 -1.204  0.05
H5 2.424 1.148 -1.826  0.10
H6 3.186 -0.864 -3.743  0.27
H7 2.303 -0.962 -2.131  -0.56
H8 4.594 -2.692 -1.611  0.22
H9 4.418 -2.852 -3.430  0.36
H10 3.191 -3.883 -0.385  0.22
H11 2.054 -2.482 -0.670  0.21
H12 2.323 -6.041 -1.828  0.36
H13 0.568 -6.460 -1.520  0.41
H14 0.905 -5.284 -2.877  0.23
H15 -0.867 -4.743 -1.613  0.22
H16 0.316 -3.046 -3.084  0.53
H17 0.339 -1.763 -1.787  -0.30
H18 -1.769 -2.516 -3.833  0.48
H19 -2.573 -2.915 -2.235  0.41
H20 -0.545 -2.544 0.634  -0.12
H21 -2.150 -3.010 -0.110  0.01
H22 -3.427 -4.295 1.048  0.36
H23 -2.772 -5.877 1.706  0.39
H24 -0.812 -2.723 3.028  0.01
H25 -0.781 -1.882 5.481  0.36
H26 -2.628 -2.815 7.237  0.43
H27 -4.513 -4.574 6.410  0.31
H28 -4.583 -6.856 3.891  0.23
H29 -5.198 -5.552 2.640  0.29
H30 -5.853 -5.540 4.387  0.42
H31 -0.898 -6.356 0.116  0.35
H32 -0.312 -6.330 1.905  0.46
H33 1.698 -6.160 0.435  0.62
H34 1.564 -3.235 1.642  0.30
H35 0.939 -4.593 2.699  0.31
H36 4.943 -4.988 0.818  0.34
H37 3.577 -2.721 3.105  0.30
C28 3.405 4.187 -3.880  -0.08
N3 4.010 4.726 -2.635  0.97
O6 3.671 4.214 -1.579  -0.58
O7 4.804 5.644 -2.759  -0.55
H38 2.723 3.379 -3.619  0.17
H39 2.868 5.002 -4.365  -0.20
H40 4.216 3.818 -4.507  0.33
C29 1.138 -4.923 7.639  -0.69
N4 0.047 -4.005 8.058  0.86
O8 -0.798 -4.447 8.817  -0.51
O9 0.077 -2.871 7.608  -0.48
H41 0.983 -5.890 8.113  0.30
H42 1.093 -5.013 6.554  0.23
H43 2.080 -4.481 7.961  0.27
C30 0.821 7.616 -5.180  -0.79
N5 0.548 6.381 -5.955  0.94
O10 1.329 5.456 -5.823  -0.59
O11 -0.444 6.384 -6.671  -0.48
H44 1.723 7.471 -4.594  0.24
H45 0.951 8.429 -5.893  0.33
H46 -0.036 7.792 -4.531  0.28
C31 -3.392 5.238 -7.374  -0.43
N6 -4.255 4.556 -8.374  0.91
O12 -5.414 4.927 -8.460  -0.53
O13 -3.737 3.672 -9.036  -0.53
H47 -3.980 5.997 -6.862  0.32
H48 -3.041 4.483 -6.672  0.22
H49 -2.562 5.693 -7.912  0.05
C32 -1.308 8.136 -9.852  -0.70
N7 -0.067 8.488 -9.115  0.91
O14 -0.185 9.195 -8.123  -0.51
O15 0.980 8.046 -9.556  -0.53
H50 -2.157 8.596 -9.349  0.30
H51 -1.207 8.519 -10.867  0.30
H52 -1.396 7.050 -9.845  0.25
C33 -4.139 4.957 2.443  -0.62
N8 -3.507 5.512 3.668  0.91
O16 -3.821 5.012 4.737  -0.53
O17 -2.718 6.427 3.513  -0.53
H53 -4.814 4.153 2.730  0.33
H54 -4.687 5.766 1.960  0.31
H55 -3.342 4.582 1.804  0.14
C34 5.512 8.295 -4.902  -0.81
N9 4.109 8.008 -5.299  0.90
O18 3.821 6.845 -5.544  -0.45
O19 3.344 8.959 -5.351  -0.54
H56 6.073 7.363 -4.899  0.31
H57 5.923 8.991 -5.633  0.32
H58 5.488 8.735 -3.906  0.29
C35 4.929 4.031 3.660  -0.77
N10 4.657 2.794 2.883  0.89
O20 5.435 1.866 3.015  -0.51
O21 3.668 2.800 2.164  -0.59
H59 5.832 3.883 4.249  0.31
H60 5.062 4.845 2.948  0.29
H61 4.070 4.208 4.307  0.30
C36 -6.280 -9.562 5.702  -0.76
N11 -6.361 -8.102 5.434  0.84
O22 -7.404 -7.674 4.968  -0.51
O23 -5.373 -7.436 5.699  -0.48
H62 -7.225 -10.023 5.419  0.30
H63 -5.462 -9.961 5.104  0.30
H64 -6.092 -9.690 6.767  0.30
C37 7.298 -2.452 2.979  -0.34
N12 7.638 -1.531 1.863  0.91
O24 6.725 -1.174 1.134  -0.48
O25 8.806 -1.200 1.758  -0.54
H65 6.230 -2.659 2.948  -0.06
H66 7.874 -3.367 2.837  0.29
H67 7.569 -1.956 3.910  0.30
C38 -2.113 3.492 6.963  -0.72
N13 -1.367 2.456 7.724  0.87
O26 -0.153 2.429 7.595  -0.52
O27 -2.026 1.706 8.424  -0.51
H68 -1.403 4.083 6.387  0.31
H69 -2.810 2.977 6.303  0.27
H70 -2.638 4.116 7.684  0.30

Computed properties:
HOMO ... -10.2 eV
Spin multiplicity ... 1
Electronic energy ... -159764.4831 eV
LUMO energy ... -2.417 eV
Strongest force on any atom ... 0.105 Eh/bohr
Charge ... +1